The following is a quantum chemistry calculation of 13 unconnected molecules or ions with the total composition C41H97N11O15 at a distorted geometry, from OMol25.

The calculation puts the total energy at -91189.93659 eV. The calculation puts the HOMO-LUMO gap at 9.06 eV. The value obtained for the relative energy (zero: lowest compared OMol25 entry of this formula, charge and spin) is 460.7 kJ/mol. The lowest unoccupied orbital energy is -0.23 eV. As for the highest occupied orbital energy: -9.3 eV.

Last column: Mulliken charge in e.
Atoms and positions in Å:
C: 0.4755 -1.6645 2.6958  -0.758
O: 0.9733 -1.1983 1.4706  -0.259
C: 0.0684 -1.5280 0.3794  -0.559
C: 0.3996 -0.8218 -0.8669  -0.570
O: 0.0511 0.5306 -0.7653  -0.239
C: 0.2946 1.2553 -1.9287  -0.867
H: 1.1757 -1.4811 3.5108  0.259
H: 0.3670 -2.7439 2.5901  0.303
H: -0.3821 -1.1043 3.0684  0.296
H: -0.9534 -1.2607 0.6491  0.333
H: 0.1049 -2.5842 0.1125  0.350
H: -0.1576 -1.2933 -1.6765  0.393
H: 1.4391 -1.0561 -1.0964  0.356
H: -0.2600 0.8662 -2.7826  0.344
H: 1.3082 1.1559 -2.3170  0.357
H: 0.0375 2.3138 -1.8902  0.259
C: 5.8854 -5.8226 1.0203  -0.720
O: 7.0783 -6.0077 0.2971  -0.323
C: 7.4991 -4.9297 -0.4814  -0.565
C: 8.3894 -5.3113 -1.6424  -0.475
O: 7.6557 -6.0945 -2.5405  -0.298
C: 8.5097 -6.5501 -3.5699  -0.797
H: 5.1888 -5.0637 0.6642  0.314
H: 6.2613 -5.3439 1.9245  0.298
H: 5.4291 -6.7726 1.2983  0.247
H: 8.0372 -4.2395 0.1684  0.389
H: 6.6769 -4.3369 -0.8822  0.345
H: 9.2231 -5.9225 -1.2966  0.315
H: 8.8844 -4.4285 -2.0471  0.366
H: 9.3461 -7.1455 -3.2038  0.343
H: 8.7128 -5.7958 -4.3301  0.298
H: 7.9288 -7.3186 -4.0799  0.263
C: 9.6147 0.8061 1.4686  -1.060
C: 8.1734 0.7463 0.9615  0.685
O: 7.8808 0.8832 -0.1946  -0.630
N: 7.1195 0.5761 1.7890  -0.158
C: 7.2632 0.2523 3.2283  -0.786
H: 10.2961 0.5133 0.6698  0.319
H: 9.8868 0.1067 2.2591  0.332
H: 10.0471 1.8039 1.5427  0.286
H: 6.1745 0.5860 1.4325  0.183
H: 8.2918 0.2707 3.5886  0.259
H: 6.8846 -0.7141 3.5613  0.283
H: 6.6248 0.9192 3.8079  0.288
C: 1.8868 12.8731 1.3508  -0.920
C: 1.7592 12.3363 -0.1021  0.602
O: 2.0537 13.1065 -0.9748  -0.591
N: 1.4265 11.0195 -0.2834  -0.185
C: 1.4155 10.5298 -1.6563  -0.822
H: 1.9746 12.0496 2.0594  0.307
H: 1.0023 13.4202 1.6771  0.249
H: 2.8008 13.4637 1.4145  0.260
H: 1.1940 10.3725 0.4565  0.247
H: 2.3955 10.2609 -2.0505  0.258
H: 0.9660 11.2230 -2.3674  0.274
H: 0.8746 9.5889 -1.5557  0.320
C: -7.6555 -0.6883 4.9825  -1.154
C: -6.5155 -1.1288 5.8110  0.771
O: -6.0856 -0.4275 6.7484  -0.684
N: -5.8334 -2.2162 5.5260  -0.163
C: -6.0192 -3.2432 4.4741  -0.805
H: -7.4329 -0.2578 4.0062  0.275
H: -8.1771 0.0752 5.5597  0.298
H: -8.4335 -1.4514 4.9634  0.381
H: -5.0188 -2.3939 6.0961  0.215
H: -6.2300 -4.2766 4.7495  0.286
H: -5.0810 -3.3877 3.9383  0.285
H: -6.7353 -2.9356 3.7121  0.295
C: 0.1497 -6.0405 9.3528  -1.018
C: -0.4001 -4.7032 9.6627  0.649
O: -1.3146 -4.2569 8.9384  -0.643
N: 0.0517 -4.0622 10.7596  -0.173
C: -0.5355 -2.7838 11.1338  -0.843
H: -0.5567 -6.5597 8.7051  0.282
H: 0.2384 -6.6739 10.2355  0.356
H: 0.9286 -5.7933 8.6315  0.266
H: 0.7322 -4.4567 11.3931  0.233
H: -0.7617 -2.1724 10.2602  0.279
H: 0.1554 -2.1823 11.7245  0.337
H: -1.3872 -2.9171 11.8008  0.274
C: -3.7326 3.5488 10.8720  -0.887
C: -2.4206 3.7564 10.0853  0.612
O: -1.5838 4.4680 10.5853  -0.635
N: -2.2635 3.1896 8.9095  -0.165
C: -1.1688 3.3381 7.9239  -0.836
H: -4.5174 2.9913 10.3608  0.314
H: -4.1591 4.4966 11.2003  0.264
H: -3.3881 3.0619 11.7844  0.240
H: -3.0827 2.6266 8.7306  0.209
H: -0.1514 3.3353 8.3150  0.288
H: -1.1458 4.3195 7.4502  0.276
H: -1.2230 2.5737 7.1488  0.319
C: -3.8760 -9.0092 -2.2920  -0.969
C: -2.5648 -9.4842 -1.6267  0.617
O: -1.8973 -10.2813 -2.2835  -0.594
N: -2.2009 -8.9452 -0.4032  -0.203
C: -0.9878 -9.2697 0.2817  -0.923
H: -4.3383 -9.8577 -2.7963  0.288
H: -3.6034 -8.1178 -2.8569  0.254
H: -4.5978 -8.7161 -1.5295  0.334
H: -2.5783 -8.0320 -0.1940  0.271
H: -0.6734 -8.4631 0.9441  0.349
H: -0.1513 -9.3305 -0.4144  0.314
H: -0.9678 -10.0514 1.0411  0.264
C: 4.9499 8.3620 -10.3710  -0.998
C: 5.7524 7.4500 -9.5359  0.629
O: 6.9812 7.4181 -9.7466  -0.643
N: 5.2244 6.5604 -8.6235  -0.178
C: 3.8975 6.3981 -8.0753  -0.825
H: 5.5239 9.0863 -10.9490  0.298
H: 4.2931 8.9873 -9.7662  0.326
H: 4.4280 7.8078 -11.1511  0.268
H: 5.8474 5.8940 -8.1902  0.248
H: 3.6407 5.3959 -7.7322  0.308
H: 3.1627 6.5724 -8.8613  0.289
H: 3.7717 7.0807 -7.2349  0.278
C: -5.3097 0.9290 -7.9094  -1.111
C: -5.9974 -0.2665 -7.2221  0.794
O: -7.2294 -0.3376 -7.1599  -0.681
N: -5.2016 -1.1602 -6.7815  -0.140
C: -5.6643 -2.2504 -5.9341  -0.881
H: -4.9499 0.5807 -8.8775  0.280
H: -4.4174 1.1760 -7.3342  0.339
H: -6.0962 1.6769 -8.0107  0.304
H: -4.2130 -1.0534 -6.9589  0.166
H: -6.6809 -2.0683 -5.5855  0.316
H: -5.0973 -2.4747 -5.0306  0.307
H: -5.5512 -3.1520 -6.5361  0.304
C: 2.2450 4.8314 1.4820  -0.892
C: 0.9383 5.4874 1.9350  0.726
O: 0.8749 6.6021 2.5020  -0.695
N: -0.1395 4.8222 1.7241  -0.100
C: -1.4240 5.4038 1.9820  -0.859
H: 2.6148 5.3987 0.6278  0.264
H: 2.1119 3.8652 0.9953  0.233
H: 3.0485 4.9140 2.2139  0.279
H: -0.0411 3.9016 1.3204  0.153
H: -1.6254 6.1018 1.1694  0.293
H: -1.5835 5.9989 2.8812  0.278
H: -2.1723 4.6162 1.8934  0.324
C: -10.6159 -0.7690 -2.1859  -0.973
C: -9.2782 -0.7988 -1.5613  0.668
O: -8.9744 -1.7051 -0.7434  -0.655
N: -8.3936 0.1682 -1.9360  -0.160
C: -6.9931 0.0919 -1.5373  -0.852
H: -11.3583 -0.2707 -1.5626  0.268
H: -10.9575 -1.8041 -2.1924  0.290
H: -10.5803 -0.1905 -3.1090  0.305
H: -8.6761 1.0108 -2.4160  0.223
H: -6.7526 0.4983 -0.5549  0.298
H: -6.3683 0.7157 -2.1765  0.319
H: -6.6908 -0.9548 -1.5038  0.272
C: -0.7067 -2.9636 -9.4387  -1.058
C: 0.1617 -2.6425 -8.2074  0.695
O: 0.0808 -1.6455 -7.5937  -0.587
N: 0.9213 -3.6371 -7.6722  -0.249
C: 1.5903 -3.6187 -6.3199  -0.790
H: -0.1573 -2.8230 -10.3696  0.293
H: -1.5510 -2.3079 -9.6516  0.291
H: -1.2225 -3.9150 -9.3095  0.316
H: 0.7787 -4.5586 -8.0602  0.220
H: 2.5493 -4.1355 -6.2857  0.299
H: 0.9454 -4.2040 -5.6644  0.279
H: 1.8738 -2.6061 -6.0330  0.290